1.
Below is a structure of composition C39H50N5O2Yb at a distorted geometry, with properties calculated with wB97M-V/def2-TZVPD.

```
97
C39H50N5O2Yb | the Open Molecules 2025 dataset | wB97M-V/def2-TZVPD
C -3.399 4.320 1.688
H -3.524 -1.803 -1.276
C -0.335 1.303 2.900
C 3.153 0.253 -5.644
Yb -0.064 -0.091 0.014
C -0.570 1.808 5.454
H 1.981 -1.451 5.313
H 6.146 -3.260 2.825
C 1.775 -0.389 5.467
C 0.162 3.257 -5.564
N 0.497 0.552 -2.038
H -3.348 -3.605 0.477
C 4.304 -3.309 1.659
C -4.028 5.637 -1.182
H -0.177 3.815 4.707
C 1.016 0.147 4.292
C -0.446 1.859 -5.404
C 0.110 1.118 -4.228
H -2.590 4.692 -2.446
H 2.766 -1.652 3.225
H 1.073 3.189 5.777
H -4.023 3.741 -2.192
O -1.324 -3.776 -1.042
C 3.507 -2.456 -0.631
H 3.805 0.162 -4.773
H -1.717 2.831 -3.166
H -0.465 3.743 6.452
O -0.490 -2.082 0.166
H -0.377 1.243 6.368
C 2.231 -1.106 2.456
H -0.259 1.283 -6.312
H 4.553 -4.248 1.162
C 2.245 -1.121 -2.372
C -1.198 2.280 -2.391
C -0.245 1.362 -2.842
C -3.489 -1.568 -0.212
C 1.806 -0.433 -5.392
H -1.862 2.722 3.205
H -3.228 6.042 3.012
C -1.430 -2.926 -0.183
N 2.072 -0.792 0.041
C -0.005 3.224 5.609
H -3.720 3.656 2.494
N -2.776 -0.278 -0.060
H -0.011 3.864 -4.673
H 4.626 -4.219 -1.024
H 3.745 0.287 4.839
H 2.905 1.416 5.898
C -3.304 4.387 -1.678
C 5.534 -2.601 -2.126
C 4.305 -3.321 -1.556
H -2.304 6.192 1.512
H 3.693 -3.578 2.524
H 6.092 -3.251 -2.802
H 1.965 -1.501 -5.224
H 6.203 -2.287 -1.322
H 1.242 3.189 -5.708
H 5.364 -1.683 2.643
H 3.010 1.318 -5.838
H -3.151 0.404 -0.712
H 5.241 -1.705 -2.677
H -1.657 1.858 5.350
H 1.151 -0.327 6.360
C -2.618 5.495 2.291
C 1.274 -0.198 2.908
H 2.767 -1.688 -3.134
C -2.590 3.525 0.701
N 0.438 0.516 2.103
C -2.756 -2.692 0.516
C 2.578 -1.411 1.139
C 0.019 1.077 4.288
H -4.519 -1.498 0.142
H -4.933 5.396 -0.625
H -1.717 5.147 2.800
C -1.547 2.587 -1.073
C 5.590 -2.623 2.134
H 3.667 -3.664 -2.374
H -0.266 3.776 -6.423
C 3.093 0.357 5.711
C 1.070 0.148 -4.223
H -2.588 -2.411 1.558
C 3.504 -2.452 0.729
H -4.309 4.687 1.224
H 3.665 -0.185 -6.503
C -1.304 2.198 2.437
H -4.329 6.250 -2.033
H -3.385 6.245 -0.545
C -1.606 2.535 1.115
C 2.583 -1.417 -1.051
C 1.311 -0.194 -2.836
H -1.532 1.939 -5.311
H 3.625 -0.053 6.572
H 6.238 -2.391 1.287
C -2.549 3.565 -0.665
H -2.963 0.105 0.864
H 1.184 -0.356 -6.285
N -1.005 1.995 0.024
```

Output
E_tot ... -3099.303172 hartree
HOMO (spin up / spin down) ... -0.2456 / -0.2456 Eh
Orbital gap (spin up / spin down) ... 5.808 / 5.806 eV
Charge ... 0
Multiplicity ... 2
<S²> ... 0.75
LUMO level (spin up / spin down) ... -0.87 / -0.88 eV
Strongest force on any atom ... 1.512 eV/A

Results of the Löwdin charge analysis, in e, for atoms 1 through 5:
1 C -0.195
2 H 0.123
3 C -0.230
4 C -0.079
5 Yb 1.626

***

2.
Below is a structure of composition C39H51AsF7N5O4P2PbS4, with properties calculated with wB97M-V/def2-TZVPD.

```
114
C39H51AsF7N5O4P2PbS4 | the Open Molecules 2025 dataset | wB97M-V/def2-TZVPD
C 2.667 1.289 -6.221
S 0.978 2.560 1.487
C -5.080 -0.773 1.196
H -3.843 2.292 -0.683
C -6.015 -1.798 1.140
H 8.355 0.606 -1.389
H 7.867 -1.686 -0.384
C 4.960 -1.101 -0.812
H -3.816 4.587 2.274
H 8.269 -1.856 -3.925
H -6.786 2.321 1.657
N -1.563 -3.971 0.845
C 0.792 0.817 -2.368
C -7.051 -0.934 3.122
H -1.299 -4.919 1.052
H -1.648 2.927 4.755
As 2.120 4.770 1.739
N 7.027 -0.846 -2.172
C -3.105 0.612 4.579
N -2.139 -1.369 -1.147
C 2.890 -0.218 -1.612
C 7.748 -1.888 -1.450
H -4.396 3.822 4.250
C 3.619 -0.904 -0.638
H 7.247 1.193 -2.620
H -1.227 1.983 3.337
H -5.290 2.396 4.774
H 7.207 -2.827 -1.554
F 1.826 -0.882 4.647
F 0.045 -2.246 4.178
H -6.577 4.002 1.165
C -4.294 2.823 4.674
H 3.124 -1.243 0.265
C -5.118 0.195 2.199
C 4.903 0.002 -2.933
C -3.548 -2.880 -2.984
Pb -1.213 0.141 0.786
F 2.191 -3.028 3.903
H 1.693 0.822 -6.202
C 1.458 0.031 -1.373
O -1.215 1.615 -3.314
H -1.860 -3.724 3.867
H -6.197 0.830 3.951
C -2.566 -3.954 3.068
H -4.032 0.100 4.830
C -0.927 -3.310 -0.285
H -2.561 0.809 5.506
O -2.219 -2.018 1.722
C -4.831 2.446 -0.241
H -4.297 -0.739 0.448
H -7.819 -0.992 3.883
C -2.102 -3.235 1.841
H -2.492 -0.071 3.982
C 5.633 -0.655 -1.957
H 9.916 -1.693 -4.004
H 2.766 2.110 -6.915
S 3.739 3.205 2.755
H 0.964 1.743 -4.243
C -3.754 -1.514 -2.899
F 2.652 -1.231 2.543
H 4.026 2.278 -4.777
H -2.627 -5.032 2.929
C 7.855 0.341 -2.329
H -0.216 -2.561 0.060
C 1.486 1.180 -3.480
C -3.347 1.947 3.854
H 9.497 -3.034 -2.120
C -1.984 2.651 3.752
C -2.621 -3.472 -2.142
H -7.730 -2.683 2.079
H -2.011 3.560 3.151
C 3.534 0.237 -2.766
C 3.855 0.407 -5.972
C 3.414 1.396 -4.930
C -0.642 1.326 -2.274
H -3.542 -3.561 3.347
C -6.135 3.191 1.751
H 4.771 0.612 -6.508
C -1.933 -2.689 -1.227
H -3.886 2.938 5.682
H -5.338 3.226 -0.815
F 5.659 -1.722 0.161
O 0.946 -0.464 -0.355
H -6.128 3.503 2.794
H -4.298 4.909 0.611
H -2.848 3.958 0.929
H 3.655 -0.636 -5.766
P -3.841 1.504 2.106
F 0.511 -0.446 2.833
N 9.086 -1.449 -3.464
C 8.885 0.046 -3.427
C -3.866 4.156 1.275
H -3.127 0.279 -1.886
C -3.022 -0.796 -1.970
H -2.429 -4.536 -2.186
F 0.879 -2.577 2.072
H -5.413 1.528 -0.344
C -4.731 2.893 1.224
S 1.216 5.806 3.209
C -7.002 -1.883 2.110
H -4.456 -1.003 -3.541
H 9.893 -1.409 -1.545
C -6.125 0.097 3.161
H -5.961 -2.531 0.345
H 9.855 0.501 -3.236
H 5.399 0.316 -3.841
C 9.150 -2.005 -2.071
S 2.768 1.737 1.796
H 8.536 0.339 -4.415
H -4.095 -3.476 -3.703
H -0.362 -4.070 -0.824
N 2.788 0.905 -3.726
P 1.368 -1.757 3.395
O -1.092 1.482 -1.083
```

Output
E_tot ... -7494.717677 hartree
HOMO (spin up / spin down) ... -0.3454 / -0.3476 Eh
Orbital gap (spin up / spin down) ... 6.177 / 5.913 eV
Relative energy (zero: lowest compared OMol25 entry of this formula, charge and spin) ... 17.76 kcal/mol
Charge ... +1
Multiplicity ... 2
<S²> ... 0.76
LUMO level (spin up / spin down) ... -3.22 / -3.55 eV
Strongest force on any atom ... 0.400 eV/A

Results of the Löwdin charge analysis, in e, for atoms 1 through 5:
1 C -0.076
2 S 0.018
3 C -0.120
4 H 0.063
5 C -0.074